Record 1
{"formula": "C19H24NORhS2SiTe4", "method": "wB97M-V/def2-TZVPD", "energy_ev": -85362.36284, "e_homo_ev": [-0.923, -0.922], "e_lumo_ev": [3.84, 3.88], "charge": -2, "symbols": ["Rh", "Te", "Te", "Te", "Te", "C", "C", "S", "C", "C", "S", "H", "H", "H", "H", "H", "H", "C", "Si", "C", "C", "N", "C", "C", "C", "C", "C", "C", "O", "C", "C", "C", "C", "C", "C", "H", "H", "H", "H", "H", "H", "H", "H", "H", "H", "H", "H", "H", "H", "H", "H", "H", "H"], "positions_angstrom": [[1.16900, 0.56715, 0.54969], [3.31734, 0.66216, 2.31770], [4.91649, 1.51742, 4.31131], [2.27752, 4.89929, 3.14590], [1.93365, 2.80558, 1.36439], [2.43946, 2.89965, -3.25795], [1.68791, 2.30702, -2.08624], [2.59543, 1.11654, -1.15975], [0.43292, 2.65288, -1.77291], [-0.39978, 3.63794, -2.54723], [-0.38579, 1.96157, -0.36168], [3.49803, 2.65237, -3.17783], [2.35377, 3.98782, -3.29046], [2.07525, 2.50210, -4.21018], [0.12763, 4.01046, -3.42528], [-0.67633, 4.49281, -1.92343], [-1.32720, 3.16897, -2.88754], [-0.15978, 1.40995, 3.85341], [-0.46017, -0.37010, 3.38998], [0.56842, -1.49656, 4.47640], [-2.26282, -0.56246, 3.99544], [-0.17499, -0.71489, 1.70777], [-0.67271, -1.82697, 1.10239], [-1.45249, -2.82200, 1.76328], [-1.92396, -3.97590, 1.16341], [-1.63361, -4.25586, -0.16803], [-0.84639, -3.33487, -0.84509], [-0.39845, -2.17458, -0.24256], [0.43404, -1.32654, -0.97960], [0.02109, -1.01829, -2.25425], [0.97953, -0.99822, -3.25358], [0.61011, -0.65891, -4.54913], [-0.71045, -0.34945, -4.84742], [-1.66187, -0.38270, -3.83346], [-1.30393, -0.71438, -2.53640], [-0.96683, 1.72594, 4.52105], [-0.17834, 2.07324, 2.99305], [0.79248, 1.57128, 4.36339], [0.62030, -1.11282, 5.49974], [1.58417, -1.55305, 4.08027], [0.15601, -2.51006, 4.51255], [-2.26916, -0.20377, 5.03057], [-2.71469, -1.55377, 3.99009], [-2.91287, 0.09977, 3.41324], [-1.67290, -2.67620, 2.80728], [-2.51641, -4.66584, 1.75523], [-1.98487, -5.15567, -0.65605], [-0.56722, -3.50157, -1.87929], [2.00212, -1.23113, -2.99210], [1.36357, -0.63470, -5.32753], [-0.99624, -0.07701, -5.85609], [-2.69377, -0.13145, -4.04797], [-2.03227, -0.73215, -1.73852]], "lowdin_charge": [-0.02, -0.02, -0.33, -0.22, 0.19, -0.14, -0.78, 0.47, -0.78, -0.13, 0.53, 0.05, 0.07, 0.07, 0.06, 0.07, 0.06, -0.23, 0.36, -0.18, -0.20, -0.16, -0.30, -0.06, -0.13, -0.13, -0.05, -0.21, -0.08, -0.31, -0.03, -0.09, -0.12, -0.09, -0.03, 0.02, -0.06, 0.02, 0.03, 0.00, 0.02, 0.02, 0.00, 0.03, 0.05, 0.09, 0.08, 0.12, 0.10, 0.09, 0.09, 0.09, 0.12]}

=====

Record 2
{"formula": "C19H24NRuS", "method": "wB97M-V/def2-TZVPD", "energy_ev": -34988.98403, "spin_multiplicity": 5, "e_homo_ev": [-9.251, -11.401], "relative_energy_kj_mol": 0.0, "e_lumo_ev": [-3.55, -4.37], "charge": 1, "symbols": ["C", "C", "C", "C", "H", "H", "H", "H", "H", "H", "H", "H", "H", "C", "C", "C", "H", "C", "C", "H", "H", "H", "H", "C", "C", "C", "H", "C", "C", "H", "H", "H", "H", "Ru", "S", "C", "N", "C", "C", "C", "C", "H", "H", "H", "H", "H"], "positions_angstrom": [[-3.00362, -1.98869, -2.51972], [-3.23733, -3.06639, -1.53906], [-4.06222, -0.98307, -2.70529], [-2.09890, -2.27071, -3.65105], [-4.89970, -1.39187, -3.29966], [-3.69780, -0.09711, -3.23613], [-4.47973, -0.65541, -1.74709], [-3.94328, -3.81683, -1.93780], [-3.66316, -2.68140, -0.60763], [-2.30948, -3.59394, -1.29590], [-2.61110, -2.86426, -4.42852], [-1.22590, -2.84643, -3.32865], [-1.74231, -1.35256, -4.12579], [-0.41076, 1.12221, 2.00638], [-1.48256, 1.46630, 1.08919], [-2.15270, 0.24819, 0.71811], [-1.78172, 2.48261, 0.83746], [-1.53411, -0.83205, 1.40415], [-0.45253, -0.31799, 2.17685], [0.19224, -0.88985, 2.83781], [0.24276, 1.82634, 2.51803], [-2.99978, 0.17633, 0.03787], [-1.81922, -1.88124, 1.34129], [1.66302, 0.66064, -1.91757], [1.24312, 1.87424, -1.25286], [-0.18865, 2.01235, -1.49602], [1.87360, 2.60153, -0.75228], [-0.60672, 0.88687, -2.28294], [0.52931, 0.07468, -2.54788], [0.53846, -0.84186, -3.13743], [2.68717, 0.30529, -1.96685], [-0.76847, 2.90283, -1.26841], [-1.61992, 0.69787, -2.61755], [0.28581, 0.57256, 0.09448], [2.36872, -0.17728, 0.91739], [3.11529, 0.62056, 2.24141], [4.25329, 1.36045, 1.97222], [5.11868, 1.78551, 2.94931], [4.85386, 1.49562, 4.27022], [3.66571, 0.82593, 4.58477], [2.80175, 0.39501, 3.58134], [4.48624, 1.53184, 0.99671], [5.99184, 2.35241, 2.61563], [5.55414, 1.81050, 5.04357], [3.43007, 0.62313, 5.62846], [1.89661, -0.16283, 3.79941]], "lowdin_charge": [-0.41, -0.09, -0.10, -0.10, 0.10, 0.07, 0.07, 0.10, 0.07, 0.08, 0.10, 0.08, 0.07, -0.26, -0.18, -0.11, 0.12, -0.08, -0.20, 0.08, 0.11, 0.10, 0.11, -0.20, -0.27, -0.19, 0.11, -0.11, -0.07, 0.11, 0.09, 0.11, 0.09, 1.03, 0.71, -0.65, 0.06, -0.03, -0.04, -0.02, -0.07, 0.15, 0.14, 0.12, 0.13, 0.10]}

=====

Record 3
{"formula": "C19H25AsMoN5O5S", "method": "wB97M-V/def2-TZVPD", "energy_ev": -111298.34196, "e_homo_ev": -18.469, "relative_energy_kj_mol": 0.0, "e_lumo_ev": -12.68, "charge": 3, "symbols": ["Mo", "N", "C", "S", "N", "N", "C", "C", "C", "C", "C", "C", "C", "O", "H", "H", "H", "H", "H", "H", "H", "O", "C", "O", "C", "C", "N", "N", "C", "C", "O", "O", "H", "H", "H", "C", "C", "As", "C", "C", "C", "C", "H", "H", "H", "H", "H", "H", "H", "H", "H", "H", "H", "H", "H", "H", "H"], "positions_angstrom": [[0.00608, -1.34189, -0.94228], [-0.54720, 0.54312, -4.88245], [-0.08135, 0.10018, -3.72369], [-0.45056, -1.55823, -3.24098], [0.63822, 0.86636, -2.93804], [1.15040, 0.14351, -1.87420], [2.41403, 0.41460, -1.61584], [3.28954, -0.32231, -0.78039], [4.63076, 0.08907, -0.63798], [5.52266, -0.69638, 0.05832], [5.11043, -1.91811, 0.60557], [3.80332, -2.36792, 0.47225], [2.91627, -1.55939, -0.20738], [1.63302, -1.95653, -0.40265], [-1.12002, -0.03320, -5.48037], [-0.19302, 1.40974, -5.26557], [2.82571, 1.23180, -2.20462], [4.95004, 1.02150, -1.08710], [6.55097, -0.38063, 0.16907], [5.82725, -2.53512, 1.13241], [3.48681, -3.32573, 0.86383], [-6.04188, -0.81998, -0.75927], [-5.44726, 0.31181, -1.10685], [-6.03307, 1.32024, -1.34589], [-3.93609, 0.35261, -1.19330], [-3.28357, 1.50434, -1.61611], [-1.96354, 1.27048, -1.58070], [-1.70367, 0.03579, -1.14559], [-2.89875, -0.53285, -0.91575], [-2.83012, -1.94154, -0.49258], [-3.69093, -2.70497, -0.26704], [-1.44847, -2.29129, -0.39981], [-5.44882, -1.57498, -0.63477], [-3.70658, 2.44712, -1.93200], [-1.20808, 1.86638, -1.90416], [-0.58963, -2.19876, 2.93498], [0.53960, -1.22093, 2.63714], [0.10964, 0.13895, 1.30597], [1.42332, 1.55384, 1.42400], [1.06869, 2.79117, 0.60650], [-1.59201, 0.92295, 1.80506], [-1.48432, 1.52223, 3.21076], [-0.29739, -2.82253, 3.77968], [-0.79835, -2.86849, 2.10084], [-1.51119, -1.69062, 3.22037], [1.45412, -1.71901, 2.31533], [0.79307, -0.61712, 3.51426], [2.40057, 1.14259, 1.17921], [1.43451, 1.77139, 2.49626], [0.99619, 2.58205, -0.46288], [1.84243, 3.54698, 0.73750], [0.13005, 3.23768, 0.93602], [-2.34232, 0.13335, 1.76648], [-1.84742, 1.67877, 1.06356], [-1.23072, 0.77649, 3.96376], [-2.45763, 1.93380, 3.47918], [-0.76375, 2.33764, 3.26194]], "lowdin_charge": [1.53, 0.16, -0.76, 0.85, 0.00, -0.23, -0.01, -0.15, 0.03, 0.01, 0.03, 0.04, -0.27, -0.25, 0.13, 0.15, 0.17, 0.14, 0.14, 0.14, 0.15, 0.19, -0.46, 0.19, 0.01, 0.08, 0.08, -0.14, -0.16, -0.38, 0.27, -0.25, 0.10, 0.17, 0.16, -0.12, -0.35, 1.30, -0.35, -0.12, -0.37, -0.10, 0.11, 0.07, 0.08, 0.07, 0.10, 0.07, 0.10, 0.05, 0.10, 0.08, 0.08, 0.07, 0.08, 0.11, 0.08]}

=====

Record 4
{"formula": "C19H25BClIN3O7", "method": "wB97M-V/def2-TZVPD", "energy_ev": -60199.01811, "e_homo_ev": -12.060, "e_lumo_ev": -4.89, "charge": 1, "symbols": ["O", "B", "O", "C", "C", "C", "C", "C", "Cl", "O", "C", "C", "N", "I", "H", "H", "H", "H", "H", "H", "H", "H", "H", "H", "H", "H", "H", "H", "H", "C", "C", "C", "C", "C", "C", "N", "O", "O", "H", "H", "H", "H", "H", "C", "C", "C", "C", "C", "C", "N", "O", "O", "H", "H", "H", "H", "H"], "positions_angstrom": [[-1.49822, 0.90204, 1.90646], [-1.91268, 1.10756, 0.60536], [-1.77879, 2.39721, 0.10711], [-2.57446, -0.11095, -0.27384], [-3.01783, -1.33428, 0.58731], [-4.48337, -1.79568, 0.29043], [-5.53018, -0.63792, 0.35817], [-6.37122, -0.69914, -0.95824], [-5.32629, -0.48006, -2.43990], [-2.20683, -2.51044, 0.40770], [-0.81889, -2.22429, 0.37538], [-0.41987, -1.26309, -0.81165], [-1.65525, -0.63182, -1.33951], [-1.28473, 0.76455, -2.86193], [-0.83571, 0.19174, 1.95221], [-2.49752, 2.98972, 0.37518], [-3.41126, 0.37042, -0.82100], [-2.99953, -1.12123, 1.67798], [-4.71325, -2.51994, 1.09756], [-4.48135, -2.36488, -0.65574], [-6.25160, -0.86816, 1.16483], [-5.06661, 0.35730, 0.46356], [-7.13087, 0.09537, -1.01251], [-6.80810, -1.70996, -1.02230], [-0.46508, -1.85290, 1.36310], [-0.28378, -3.17426, 0.19669], [0.38562, -0.55527, -0.55529], [-0.03382, -1.91503, -1.62110], [-2.17973, -1.37745, -1.81900], [5.19521, -0.80659, -3.12444], [3.82478, -0.60177, -3.23074], [2.98245, -1.67441, -3.47866], [3.52016, -2.94220, -3.61220], [4.88389, -3.15943, -3.51600], [5.72415, -2.08269, -3.27125], [2.61811, -4.07828, -3.84787], [1.42273, -3.84054, -3.94115], [3.10902, -5.18366, -3.92896], [5.85273, 0.03090, -2.92587], [3.41473, 0.39407, -3.11785], [1.91669, -1.51047, -3.56146], [5.30127, -4.15102, -3.62577], [6.79190, -2.23890, -3.19098], [3.24786, 5.15573, 4.03117], [1.87888, 5.37535, 3.94198], [1.02142, 4.31693, 3.68669], [1.54687, 3.04475, 3.52704], [2.91116, 2.81399, 3.60647], [3.76361, 3.87759, 3.85959], [0.63772, 1.91804, 3.28155], [-0.54634, 2.13702, 3.19326], [1.13069, 0.79410, 3.17350], [3.91502, 5.98388, 4.23645], [1.48033, 6.37268, 4.07506], [-0.04305, 4.49482, 3.61910], [3.31855, 1.82073, 3.47718], [4.83068, 3.71024, 3.92712]], "lowdin_charge": [0.12, -0.61, 0.12, -0.19, -0.27, -0.14, -0.22, -0.51, 0.55, -0.08, -0.13, -0.16, -0.44, 1.13, 0.10, 0.13, 0.08, 0.16, 0.13, 0.10, 0.12, 0.11, 0.08, 0.09, 0.13, 0.14, 0.14, 0.12, 0.12, -0.06, -0.07, -0.02, -0.15, 0.01, -0.05, -0.35, 0.05, 0.10, 0.11, 0.10, 0.10, 0.12, 0.11, -0.06, -0.06, 0.00, -0.14, 0.00, -0.06, -0.31, 0.07, 0.05, 0.11, 0.11, 0.12, 0.12, 0.11]}

=====

| no. | maximum force (eV/A) |
| --- | --- |
| 1 | 2.362 |
| 2 | 2.185 |
| 3 | 0.385 |
| 4 | 4.675 |